# 1
9 unconnected molecules or ions with the total composition C26H74N4O14 at a distorted geometry. Source: the OMol25 dataset; level of theory: wB97M-V/def2-TZVPD.

Each line ends with the Löwdin charge.
Element x y z (Å)
C -1.618 5.548 3.415  -0.08
O -0.584 5.106 2.468  -0.18
C -0.236 3.771 2.624  -0.22
C -0.535 3.046 1.293  -0.39
C -2.053 3.242 1.026  -0.03
N -0.396 1.667 1.555  0.06
H -1.412 5.341 4.522  0.11
H -2.602 5.129 3.158  0.08
H -1.732 6.607 3.463  0.06
H 0.730 3.819 2.932  0.06
H -0.802 3.337 3.471  0.12
H 0.112 3.370 0.474  0.12
H -2.402 4.276 0.894  0.08
H -2.688 2.657 1.675  0.07
H -2.278 2.808 0.006  0.09
H 0.583 1.619 1.850  0.07
H -0.264 1.236 0.628  0.08
C 2.542 -2.175 0.137  -0.02
O 1.261 -2.096 0.755  -0.25
C 1.067 -1.535 2.024  -0.17
C 0.702 -2.685 2.950  -0.42
C -0.506 -3.473 2.568  -0.05
N 0.241 -2.058 4.160  0.03
H 2.373 -2.525 -0.871  0.07
H 3.149 -2.840 0.752  0.10
H 2.884 -1.121 0.129  0.09
H 1.860 -0.900 2.194  0.09
H 0.166 -0.846 2.112  0.12
H 1.548 -3.223 3.125  0.11
H -0.821 -4.210 3.300  0.08
H -0.232 -4.077 1.664  0.06
H -1.286 -2.622 2.255  0.14
H -0.242 -2.701 4.850  0.11
H -0.452 -1.404 3.933  -0.01
C 2.535 1.704 -0.034  -0.09
O 2.622 1.456 1.357  -0.21
C 3.203 2.498 2.055  -0.23
C 3.509 2.110 3.519  -0.38
C 2.321 1.546 4.214  -0.07
N 3.864 3.401 4.171  0.05
H 2.100 2.620 -0.357  0.07
H 2.037 0.851 -0.574  0.09
H 3.572 1.675 -0.383  0.10
H 4.066 2.855 1.595  0.10
H 2.556 3.416 2.053  0.13
H 4.350 1.384 3.512  0.15
H 1.693 2.395 4.450  0.06
H 2.581 1.036 5.149  0.09
H 1.789 0.682 3.759  0.08
H 3.108 4.029 4.400  0.07
H 4.563 3.890 3.712  0.04
C -1.317 0.034 -3.914  -0.05
O -0.682 1.132 -4.606  -0.21
C -0.205 0.704 -5.885  -0.19
C 0.347 1.975 -6.535  -0.45
C 0.846 1.727 -7.980  -0.06
N 1.459 2.378 -5.733  0.03
H -0.508 -0.375 -3.279  0.09
H -1.452 -0.762 -4.583  0.06
H -2.219 0.291 -3.357  0.10
H 0.522 -0.099 -5.835  0.13
H -0.914 0.270 -6.591  0.13
H -0.351 2.763 -6.432  0.13
H -0.028 1.651 -8.582  0.05
H 1.393 0.765 -8.142  0.09
H 1.310 2.573 -8.524  0.08
H 0.926 2.177 -4.903  0.03
H 1.507 3.403 -5.550  0.09
O -0.100 -0.551 -0.836  -0.11
C -1.463 -0.893 -0.533  -0.18
C -1.643 -2.397 -0.935  -0.35
O -2.873 -2.694 -0.778  0.02
H 0.329 -1.009 -0.085  0.02
H -1.752 -0.812 0.543  0.11
H -2.166 -0.301 -1.016  0.09
H -0.909 -3.151 -0.488  0.13
H -1.490 -2.454 -2.021  0.11
H -2.871 -3.610 -0.904  0.06
O -2.458 -7.326 1.869  -0.05
C -1.803 -7.341 0.625  -0.24
C -1.929 -5.960 0.097  -0.37
O -1.507 -6.005 -1.106  -0.01
H -1.784 -7.462 2.518  0.07
H -0.756 -7.564 0.684  0.12
H -2.420 -8.048 0.030  0.14
H -1.363 -5.255 0.590  0.08
H -3.006 -5.904 0.152  0.14
H -0.559 -6.004 -1.149  0.08
O 1.348 -5.013 -1.830  -0.09
C 0.965 -3.987 -2.744  -0.22
C -0.191 -4.375 -3.623  -0.43
O -0.264 -3.550 -4.511  0.02
H 2.299 -5.288 -2.040  0.13
H 0.765 -3.082 -2.177  0.09
H 1.774 -3.744 -3.400  0.12
H -1.093 -4.334 -3.062  0.10
H -0.017 -5.333 -4.134  0.15
H -0.303 -4.014 -5.361  0.14
O -0.055 2.519 -1.855  -0.04
C -0.654 3.474 -2.667  -0.23
C -0.352 4.903 -2.111  -0.37
O -0.699 5.750 -2.971  0.01
H -0.316 1.683 -2.155  0.03
H -0.053 3.506 -3.570  0.09
H -1.671 3.305 -2.944  0.12
H 0.701 4.829 -2.002  0.11
H -0.772 4.992 -1.082  0.13
H -0.364 5.546 -3.880  0.14
O -1.728 -0.126 3.069  -0.18
C -2.284 0.335 4.342  -0.14
C -1.122 0.761 5.200  -0.48
O -1.540 1.077 6.278  0.02
H -1.563 0.603 2.413  0.03
H -2.832 1.228 4.003  0.12
H -2.878 -0.418 4.860  0.13
H -0.493 1.609 4.811  0.11
H -0.382 0.002 5.474  0.12
H -0.866 1.598 6.748  0.14

Calculated values
energy relative to the best compared isomer or geometry (same formula, charge and spin) = 320.20 kcal per mole
net charge = 0
SMILES = COC[C@H](C)N.COC[C@H](C)N.COC[C@H](C)N.COC[C@H](C)N.OCCO.OCCO.OCCO.OCCO.OCCO
E_LUMO = 0.31 eV
Kohn-Sham gap = 8.642 eV
calculated total energy = -62773.0780 eV

=====

# 2
2 unconnected molecules or ions with the total composition CH3NO2 at a distorted geometry. Source: the OMol25 dataset; level of theory: wB97M-V/def2-TZVPD.

Each line ends with the Löwdin charge.
Element x y z (Å)
C -0.423 0.395 1.423  0.08
N 0.544 -0.808 -2.071  -0.16
O 0.153 -0.789 -0.925  0.05
O 1.040 0.047 -2.740  0.09
H -0.148 -0.590 1.750  -0.02
H -1.371 0.516 0.941  -0.02
H 0.204 1.229 1.623  -0.02

Calculated values
energy relative to the best compared isomer or geometry (same formula, charge and spin) = 155.73 kcal per mole
net charge = 0
E_LUMO (spin up / spin down) = 0.11 / -1.95 eV
Kohn-Sham gap (spin up / spin down) = 10.913 / 6.785 eV
calculated total energy = -6664.9109 eV

=====

# 3
A molecular structure, C12H12CaCl2N2O5 at a distorted geometry. Source: the OMol25 dataset; level of theory: wB97M-V/def2-TZVPD.

Each line ends with the Löwdin charge.
Element x y z (Å)
Ca 0.205 0.780 0.147  1.20
O -2.575 -1.475 1.344  -0.08
C -1.315 -1.890 1.850  -0.24
C -0.773 -0.920 2.913  -0.16
N 0.149 0.099 2.382  -0.28
C 1.543 -0.222 2.668  -0.12
C 2.524 0.763 1.970  -0.69
O 3.588 0.989 2.557  -0.02
O 2.132 1.227 0.859  -0.20
C -0.215 1.447 2.809  -0.13
C -1.477 1.944 2.053  -0.68
O -2.184 2.784 2.612  -0.01
O -1.648 1.438 0.896  -0.22
H -2.471 -0.590 0.960  0.06
H -0.580 -2.007 1.041  0.10
H -1.491 -2.872 2.299  0.11
H -0.271 -1.476 3.718  0.11
H -1.644 -0.428 3.354  0.13
H 1.766 -1.218 2.274  0.13
H 1.754 -0.221 3.747  0.12
H 0.591 2.140 2.555  0.13
H -0.383 1.521 3.890  0.13
Cl 0.827 -3.023 -3.122  0.52
C 0.474 -1.398 -3.683  -0.63
C 0.410 -1.193 -5.034  -0.21
C 0.153 0.085 -5.554  -0.20
C -0.006 1.133 -4.646  -0.21
C 0.062 0.917 -3.293  -0.59
Cl -0.115 2.323 -2.234  0.60
C 0.259 -0.387 -2.622  -0.61
N 0.246 -0.635 -1.368  -0.23
H 0.563 -2.030 -5.708  0.07
H 0.087 0.258 -6.621  0.05
H -0.183 2.139 -5.014  0.08

Calculated values
net charge = -2
E_LUMO = 5.21 eV
Kohn-Sham gap = 5.064 eV
calculated total energy = -69343.1481 eV

=====

# 4
A single HN2O3P molecule at a distorted geometry. Source: the OMol25 dataset; level of theory: wB97M-V/def2-TZVPD.

Each line ends with the Löwdin charge.
Element x y z (Å)
O -3.054 -0.732 0.444  0.00
N -2.133 -0.093 0.003  -0.46
P -0.859 0.084 -0.796  0.95
N -0.338 2.095 -0.065  -0.49
O -1.112 2.978 -0.188  0.04
O 0.792 2.103 0.357  -0.02
H 0.085 -0.700 0.043  -0.02

Calculated values
energy relative to the best compared isomer or geometry (same formula, charge and spin) = 52.16 kcal per mole
net charge = 0
SMILES = O=NP[N+](=O)[O-]
E_LUMO (spin up / spin down) = -1.56 / -2.12 eV
Kohn-Sham gap (spin up / spin down) = 7.493 / 7.304 eV
calculated total energy = -18420.2730 eV

=====

# 5
2 unconnected molecules or ions with the total composition C7H15N at a distorted geometry. Source: the OMol25 dataset; level of theory: wB97M-V/def2-TZVPD.

Each line ends with the Löwdin spin population.
Element x y z (Å)
C 3.195 0.594 0.360  0.00
C 2.035 0.161 -0.574  0.03
C 1.326 -1.166 -0.285  0.07
C 0.138 -1.126 0.627  0.51
N -1.835 1.088 1.151  0.08
C -2.129 0.023 0.309  0.14
C -1.152 -0.888 -0.029  0.03
C -3.461 -0.265 -0.339  0.02
H 4.288 0.297 0.226  0.00
H 2.830 0.181 1.314  0.00
H 3.108 1.688 0.490  0.00
H 1.028 0.783 -0.482  0.00
H 2.292 0.395 -1.618  0.00
H 0.908 -1.522 -1.305  0.01
H 2.121 -1.971 0.016  0.01
H 0.268 -1.446 1.622  0.03
H 0.198 2.524 -0.434  0.03
H -1.850 1.977 0.651  0.01
H -0.811 0.963 1.041  0.01
H -1.122 -1.495 -0.906  0.01
H -3.313 0.092 -1.445  0.01
H -3.807 -1.336 -0.429  0.01
H -4.253 0.449 0.039  0.00

Calculated values
energy relative to the best compared isomer or geometry (same formula, charge and spin) = 82.60 kcal per mole
spin multiplicity = 2
net charge = -1
E_LUMO (spin up / spin down) = 3.80 / 3.68 eV
Kohn-Sham gap (spin up / spin down) = 5.509 / 5.289 eV
calculated total energy = -8986.9743 eV

=====

# 6
A single C4H12N2O molecule at a distorted geometry. Source: the OMol25 dataset; level of theory: wB97M-V/def2-TZVPD.

Each line ends with the Löwdin charge.
Element x y z (Å)
C -2.635 0.667 0.840  -0.05
C -1.124 0.551 0.697  -0.44
O -0.442 0.106 1.880  -0.04
C -0.755 -0.342 -0.500  -0.21
N 0.589 -0.138 -0.936  -0.07
C 1.844 -0.366 -0.263  -0.33
N 2.902 -0.360 -1.246  0.01
H -3.054 -0.288 0.483  0.08
H -3.032 1.488 0.251  0.08
H -2.912 0.586 1.892  0.08
H -0.729 1.534 0.415  0.13
H 0.357 -0.296 1.526  0.04
H -0.932 -1.341 -0.075  0.13
H -1.501 -0.084 -1.249  0.13
H 0.700 -0.260 -1.929  0.10
H 1.990 0.382 0.517  0.11
H 1.868 -1.374 0.177  0.12
H 3.249 0.542 -1.520  0.07
H 3.615 -1.007 -0.959  0.06

Calculated values
energy relative to the best compared isomer or geometry (same formula, charge and spin) = 44.00 kcal per mole
net charge = 0
SMILES = C[C@@H](O)CNCN
E_LUMO = 0.95 eV
Kohn-Sham gap = 9.415 eV
calculated total energy = -9369.2860 eV